No. 1
Below is a structure of composition C25H43Cl2N6O4SiSn at a distorted geometry, with properties calculated with ωB97M-V/def2-TZVPD.

```
82
Properties=species:S:1:pos:R:3:mulliken_charge:R:1
C 2.51092 0.08197 -2.57152 -0.94
C -0.93846 -5.95984 0.30901 -0.56
H -0.31208 -3.89649 -3.06839 0.33
O 0.61937 1.56671 2.19001 -0.59
C 1.13220 2.94626 4.55363 -0.96
H 4.09101 -1.99499 -2.99902 0.36
H -1.91162 -4.20216 3.06849 0.28
C 0.25176 -5.26450 0.08343 -0.67
H 1.22625 -5.72676 0.27998 0.39
H -1.29296 -0.46565 -4.42660 0.39
C -0.37152 -2.98147 -5.05775 -1.51
H 1.79968 6.75189 -1.16913 0.33
H -3.10407 -5.93395 0.18114 0.35
H 2.51603 -2.78825 -2.60203 0.15
C 0.19710 -3.96507 -0.42989 0.36
C -1.12250 -1.98431 -1.32707 0.03
H -0.17810 5.36376 3.88811 0.32
H -0.89669 -6.97956 0.68593 0.39
H 2.03284 6.89733 -2.92088 0.28
H 1.79666 3.80909 4.68108 0.35
C -2.21453 0.07169 2.56048 0.83
H -1.28883 -2.42663 1.76734 0.62
H 3.34037 0.24341 -3.26878 0.46
H -0.97061 -4.47206 4.55636 0.39
O -0.06424 -1.22238 -0.81527 0.38
H -0.56157 -5.35566 3.05387 0.38
H -2.62078 -0.51112 -3.27388 0.29
Cl -0.45650 4.59027 -3.90917 -0.32
H 2.28675 1.00632 -2.03268 0.16
O 0.55095 -1.48597 1.84548 -0.69
H 3.13680 -1.67628 0.28631 0.24
H 0.67253 2.69279 5.51285 0.36
C -1.44475 5.40858 -1.12869 -0.54
H -1.61594 4.52092 3.26979 0.30
H -1.00835 -3.72855 -5.55727 0.30
H 1.61883 -0.24299 -3.12597 0.16
H -1.82619 7.99370 -3.10025 0.29
C -2.23315 -4.07973 -0.47147 0.02
H -1.06801 0.16924 -2.77531 0.06
H -1.26319 4.32908 -0.99551 -0.09
N -1.43044 1.12234 5.59436 -0.68
H -2.09835 -1.52844 -1.07581 0.34
H 1.86664 -4.33380 3.24587 0.28
C -1.04156 -3.38231 -0.71776 -0.39
C -0.59137 -2.96875 -3.57296 0.04
N 2.90659 -0.96197 -1.62966 0.58
C 1.58341 6.27163 -2.13207 -0.96
N 0.08405 3.28069 3.58762 0.37
H 1.10886 -3.39001 -0.61399 0.04
N -1.85942 0.18710 1.43262 -0.77
C -1.53046 -0.62529 -3.37264 -1.34
C -0.90777 -4.39306 3.46130 -1.08
H 1.69050 2.08872 4.17249 0.16
C -1.06779 -1.93888 -2.84681 0.51
H 1.28751 -3.56076 4.74918 0.34
C -2.17563 -5.37797 0.02889 -0.75
Cl -0.08729 2.09740 -0.98009 -0.52
H -3.18350 -3.59704 -0.71126 0.44
C -0.27295 -2.39648 2.19604 -0.29
O 2.24427 0.19816 0.22044 -0.23
C 2.76953 -0.83473 -0.31987 -0.37
C -1.97228 0.55856 4.72122 0.65
H 0.66228 -3.26989 -5.31000 0.28
C -0.75603 4.42833 3.94238 -1.03
C -0.08681 2.60248 2.46189 0.38
Si -0.26435 6.08417 -2.39922 0.57
H -0.16090 8.39776 -3.52188 0.29
H 3.85654 -2.81455 -1.42265 0.30
H -2.47783 5.54643 -1.48955 0.29
H 2.06937 5.28851 -2.14643 0.25
H -0.58018 -2.01374 -5.52934 0.35
C 3.37042 -2.21620 -2.20210 -0.87
Sn 0.12591 0.27283 0.55578 0.18
N -2.59710 -0.09010 3.76128 -0.87
H -0.87420 2.93560 1.76404 0.24
N 0.02430 -3.32162 3.09487 0.43
C -0.78647 7.88567 -2.78293 -1.04
H -1.12020 4.29927 4.97131 0.35
H 1.93971 -2.55433 3.41861 0.25
C 1.36691 -3.44928 3.66270 -1.00
H -0.69379 8.47344 -1.86101 0.32
H -1.35554 5.90149 -0.15159 0.28
```

As for the HOMO-LUMO gap: 2.9 eV. The net charge is -1. For the LUMO energy, the calculation gives 2.564 eV. The molecular weight is 709.4 g/mol.

---

No. 2
Below is the ion C6H14N5O4S with charge +1 at a distorted geometry, with properties calculated with ωB97M-V/def2-TZVPD.

```
30
Properties=species:S:1:pos:R:3:mulliken_charge:R:1
N 0.91937 0.45592 -0.31204 0.20
H -3.26364 -0.28578 -2.08584 0.32
O 1.00818 0.96795 3.48741 -0.63
H 1.85920 -1.56667 3.44936 0.43
H -4.05801 -1.85207 -1.79983 0.35
C 1.40420 1.25625 -1.27819 0.62
O -1.69373 -2.64661 -2.07622 -0.55
H -1.42191 0.29684 -0.39807 0.32
S 0.56985 0.18982 2.35612 1.24
H 2.67352 2.83258 2.32064 0.32
C -1.94704 -1.67427 -1.06424 0.19
H 2.10761 1.67095 -3.09566 0.27
H -1.03429 -0.03368 -2.13064 0.37
N 1.44168 1.09680 -2.58302 -0.34
H -1.99050 -2.18739 -0.07860 0.37
H 0.89240 -2.17183 1.99626 0.31
O -0.83714 -0.09017 2.37069 -0.58
N 1.05953 0.99471 0.90326 0.12
N 1.94304 3.18873 1.70498 -0.48
H 0.89869 0.43177 -3.11857 0.22
C 1.53448 -1.37005 2.40973 -0.93
H -3.80311 -0.63181 -0.41773 0.35
C -3.39582 -1.10431 -1.33201 -1.27
H -1.29260 -3.42891 -1.66869 0.35
H 1.10242 3.43190 2.23345 0.34
H 2.45818 -1.20670 1.81101 0.33
C 1.64860 2.26018 0.71703 0.27
C -0.99987 -0.45651 -1.10497 -0.48
N 1.85811 2.38420 -0.59307 -0.62
O 0.35861 -0.75185 -0.62256 -0.41
```

As for the SMILES: C[C@@H](O)COn1c(N)nc(N)[n+]1S(C)(=O)=O. As for the HOMO-LUMO gap: 10.2 eV. The net charge is +1. For the LUMO energy, the calculation gives -3.587 eV. The molecular weight is 252.3 g/mol.

---

No. 3
Below is an isolated molecule of C5H8N2O2S at a distorted geometry, with properties calculated with ωB97M-V/def2-TZVPD.

```
18
Properties=species:S:1:pos:R:3:mulliken_charge:R:1
H 0.09791 -2.26063 -1.29835 0.39
C -1.49653 1.50175 -0.61186 0.32
C -2.06151 0.33681 -0.77583 -0.50
O 2.32673 1.55972 -0.75798 -0.65
H 1.95325 0.40439 1.90262 0.39
S 1.65745 0.32637 -0.37291 1.00
C -0.13807 -1.28592 -1.03001 -0.62
H 3.64304 -0.48214 -0.75197 0.33
N 0.80881 -0.30392 -1.39650 -0.31
H 0.40454 1.27093 1.49340 0.36
N -1.03813 2.55976 -0.22475 -0.47
H -3.14770 0.22791 -0.77270 0.33
C 1.01459 0.39270 1.39552 -0.91
H -2.06504 -1.92090 -0.68514 0.23
H 0.30099 -0.55802 1.32286 0.32
H -0.83957 3.23819 -0.83994 0.26
O 2.93327 -0.72312 -0.15945 -0.53
C -1.42400 -0.97691 -0.92590 0.06
```

As for the HOMO-LUMO gap: 9.0 eV. For the relative energy (zero: lowest compared OMol25 entry of this formula, charge and spin), the calculation gives 521.6 kJ/mol. For the LUMO energy, the calculation gives 0.704 eV. The molecular weight is 160.2 g/mol.

---

No. 4
Below is a structure of composition C53H84BiN6O2P2Si at a distorted geometry, with properties calculated with ωB97M-V/def2-TZVPD.

```
149
Properties=species:S:1:pos:R:3:mulliken_charge:R:1
C -2.71760 2.11388 -1.54228 0.03
C -0.10009 -2.38127 -3.03864 -1.13
C 3.78564 -3.38783 0.30429 -1.45
H 4.67120 -3.70335 -0.25207 0.58
H -2.49719 0.24240 -3.27732 -0.98
C 1.40729 3.44990 -0.65037 -1.34
H 3.14567 -1.56100 1.10907 -0.24
H 2.11276 2.97707 2.52483 0.57
H -5.45074 -2.60010 -2.51992 0.36
H 1.22746 -3.59234 1.02959 0.27
C -3.27208 -0.52303 -3.20050 1.02
H 2.53811 -3.11398 -3.49662 -0.30
H 5.43198 -1.49553 -0.69968 1.02
H 5.95749 -0.68214 -2.52843 0.15
H 4.08697 1.90326 -0.97739 0.58
H -2.80935 -1.48558 -3.44748 0.30
C 1.39411 0.31647 -3.93967 -1.16
H -4.75635 2.18588 -2.20431 0.57
C 0.63584 -0.37409 3.64200 0.41
H -2.23856 -2.27291 4.13866 0.43
H 0.93195 -2.37823 -3.33964 0.07
H 1.68107 3.70631 -1.68065 0.62
H 5.19576 2.10747 4.94086 0.41
P 1.09727 0.91072 2.36512 -0.30
C -0.27977 2.11737 2.45514 0.11
H -1.41665 -3.77126 -2.06610 0.49
H 6.25143 -3.67771 -5.53554 0.40
H -0.53228 -0.29790 -4.62107 0.43
C 4.63523 0.76074 3.35689 -0.02
H -2.70765 5.13129 2.58613 0.48
P -2.89067 0.53757 -0.60089 0.43
H 1.44580 0.78060 -4.93343 0.89
C -2.42022 4.48369 -3.00233 -1.35
H -3.85357 -0.20039 -5.24241 0.48
C -3.78947 2.66764 -2.24257 -0.53
N 3.94555 -1.96687 0.64935 0.43
N -0.40234 -0.99518 -2.62102 0.89
H -0.38609 4.45165 -2.35500 0.45
H -0.17702 -4.80261 -0.38595 0.62
C 4.65887 1.15954 4.82894 -1.42
C -5.87131 -1.63202 -2.80712 -0.97
H 3.25363 1.63206 6.40074 0.47
C -2.04596 4.27271 2.55297 -0.87
C 2.43666 2.06479 3.03388 -0.07
C -1.46149 2.75811 -1.57409 0.68
C -5.44443 -1.28048 -4.24918 -0.82
H -0.70334 -2.61669 -3.92429 0.67
H 1.42755 -1.88596 2.35749 -0.72
C -0.34259 -3.56559 -2.06666 -1.35
C -3.86466 -0.58705 -1.75685 0.49
H 7.24621 -1.86169 -4.15717 0.45
H 5.13754 -0.26590 0.56741 0.00
H -2.05882 3.97225 4.68179 0.43
C -0.69708 2.71630 1.25267 -0.40
H -1.12109 -1.72151 5.38217 0.45
N 3.23721 -1.02700 -2.07463 0.31
H 1.44521 2.46771 4.93143 0.13
C 1.53832 -1.59673 3.40805 0.80
Bi 0.59598 -0.39114 -0.39571 4.28
H 2.73350 0.34360 5.31679 -0.05
H -6.95567 -1.72778 -2.74648 0.49
H -0.74181 -3.19653 0.03314 0.13
H 1.95359 -0.61350 -3.99619 0.32
C -5.03884 0.08825 2.98355 -0.85
H 3.85691 0.71860 -3.77637 0.52
H -4.55719 3.00393 0.45645 0.36
C 0.01321 -3.73476 -0.55268 -1.10
C -1.19928 -1.99302 4.32427 -1.18
H -6.20364 3.22258 2.08126 0.47
H -6.89294 1.64162 1.74090 0.38
H -4.75653 0.76337 -4.09528 0.28
H 1.51339 2.04066 -2.84126 0.23
H -5.91246 1.76237 4.03849 0.54
C -5.04169 2.05172 0.66382 -0.42
H 3.69380 2.39861 -3.29793 0.64
C 3.86484 1.78348 2.52537 0.30
H -3.21584 1.36182 1.55679 -1.04
H -4.27967 -0.24064 3.69590 0.02
C 6.20657 -2.14072 -4.03121 -0.93
H 3.81231 -3.92376 1.25939 0.41
C 5.65824 -3.15553 -4.79574 -0.88
H -5.95406 -0.46058 3.21701 0.52
C -1.67509 3.63053 3.72715 -1.38
H 2.58146 -4.99438 -0.40377 0.63
C 2.54624 -3.89699 -0.47006 -0.26
H -1.01694 -1.02222 2.40395 -0.05
H -0.52144 2.06658 4.59914 0.46
H 0.79502 0.01848 4.64943 1.28
H -0.57917 0.94467 -3.36939 -0.18
C 4.24508 1.10618 -1.69487 -0.81
C 1.16643 -2.78909 4.28530 -1.35
N 1.29956 -3.34478 0.04801 -0.08
H 2.29866 3.03909 -0.16183 -0.25
H -0.41541 -3.50075 3.00030 0.08
N 2.00452 1.16014 -2.90621 0.00
C 4.68250 -1.01420 -0.08303 -1.15
H 3.81403 1.46257 1.48760 -1.23
H -1.89038 4.30610 0.42466 0.47
H 0.11711 -4.40479 -2.59640 0.59
C 3.56355 -2.81833 -3.64044 -0.24
C -3.97062 0.97313 0.86580 2.29
O 2.01839 -1.50045 -1.78807 -0.58
H 4.17171 -0.22477 3.25388 -0.19
C -3.65140 3.84746 -2.95957 -1.03
H -5.81513 0.38981 -2.03691 0.21
H -4.34604 2.10877 3.33668 -0.14
C 3.23345 1.31692 5.35595 -0.14
C 3.45577 1.37218 -3.00473 -1.43
H -6.29704 -0.90758 -4.81838 0.48
C -0.08688 0.01547 -3.66963 -0.47
C -0.83647 -0.78029 3.46258 -0.42
N 3.74590 -0.15096 -1.01168 0.21
C -4.60529 -0.25115 1.53925 -0.53
H 2.62712 -3.62834 -1.51485 -0.10
H 2.58502 -1.33486 3.56950 -0.48
H -3.59211 -1.56405 -1.34298 0.34
H 1.30008 -2.52879 5.34096 0.40
H -1.49328 0.04944 3.71850 0.10
C 4.09766 -1.76964 -2.87276 1.53
Si -0.01234 2.20219 -0.47495 0.00
H 5.65530 0.67257 2.97375 0.56
H -3.92256 -1.10816 1.53151 0.40
C 5.45221 -1.45398 -3.08857 -0.55
C -0.28676 -3.18440 4.04435 -0.54
H 4.41394 2.73274 2.55532 0.75
C -5.95257 2.17363 1.91310 -1.05
H 5.19571 0.41021 5.41442 0.48
H -5.66146 1.80384 -0.20160 -0.19
C 4.32893 -3.49026 -4.57831 -0.76
C -4.33284 -0.22861 -4.26230 -1.41
H -5.09526 -2.18110 -4.75904 0.32
H -5.49056 -0.54100 0.97654 0.10
C -0.80200 2.55858 3.67499 -0.13
C 2.45459 2.35315 4.54003 -1.27
C -5.40008 -0.59043 -1.78687 -0.14
H 1.13760 4.37723 -0.13927 0.65
H 2.94448 3.32478 4.66744 0.65
H 1.83725 -3.62671 4.07308 0.44
C -5.28781 1.59087 3.15971 -0.31
C -1.57804 3.80513 1.33540 0.00
O 2.75986 0.27739 -0.16792 -0.94
H -5.79020 -0.86976 -0.81438 -0.14
H -0.56375 -4.02834 4.67745 0.49
H 5.30881 1.04355 -1.91137 0.56
H 3.86916 -4.28597 -5.15214 0.49
H -1.39193 -0.91782 -2.42217 -0.90
C -1.34490 3.94150 -2.31304 -0.41
H -2.29990 5.39986 -3.56767 0.39
H -4.50543 4.27216 -3.47307 0.49
```

As for the HOMO-LUMO gap: 7.6 eV. The net charge is +1. For the LUMO energy, the calculation gives -1.585 eV. The molecular weight is 1136.3 g/mol.